# 1
Entry from the OMol25 dataset: a structure of composition C40H55N4O8P3Y (ωB97M-V/def2-TZVPD).

Last column: Mulliken charge in e.
Positions of all 111 atoms, in Å:
Y -1.441 -0.003 -0.083  -1.21
C 3.254 3.812 1.917  -0.59
C 2.565 3.711 3.121  -0.84
C 1.285 3.184 3.148  -0.44
C 0.687 2.735 1.972  0.23
C 1.377 2.846 0.766  -0.17
C 2.658 3.384 0.743  -0.68
P -1.021 2.109 1.867  1.68
C -2.009 3.458 2.578  0.65
C -3.076 3.193 3.433  -0.70
C -3.862 4.232 3.910  -0.70
C -3.589 5.538 3.533  -0.52
C -2.531 5.806 2.674  -0.69
C -1.745 4.772 2.193  -0.56
C -1.245 0.651 2.941  0.43
C -0.930 0.575 4.298  -0.55
C -1.152 -0.605 4.987  -0.84
C -1.713 -1.689 4.322  -0.73
C -2.038 -1.597 2.975  -0.07
C -1.806 -0.433 2.225  0.01
H 4.245 4.249 1.897  0.44
H 3.018 4.072 4.037  0.47
H 0.738 3.163 4.082  0.32
H 0.875 2.567 -0.153  0.42
H 3.177 3.499 -0.202  0.44
H -3.291 2.174 3.728  0.39
H -4.686 4.019 4.578  0.42
H -4.201 6.348 3.909  0.40
H -2.319 6.825 2.376  0.42
H -0.927 4.984 1.514  0.42
H -0.533 1.433 4.828  0.30
H -0.914 -0.674 6.041  0.41
H -1.906 -2.607 4.867  0.42
H -2.491 -2.464 2.501  0.42
C 0.911 -3.880 -3.891  -1.34
C 1.831 -3.364 -2.802  0.55
C 2.201 -4.431 -1.796  -1.33
O 1.114 -2.314 -2.093  0.28
P 1.503 -0.791 -2.062  -0.84
O 0.291 0.025 -1.820  -0.08
C 2.798 -0.562 -0.821  -0.63
P 2.112 -0.798 0.835  -1.59
O 0.681 -0.431 0.854  2.36
O 2.913 0.082 1.847  0.41
C 4.200 -0.247 2.452  0.69
C 4.123 0.206 3.894  -1.37
C 5.299 0.446 1.673  -1.21
O 2.363 -2.314 1.182  -0.31
C 1.503 -2.887 2.249  1.48
C 0.507 -3.811 1.588  -1.04
C 2.404 -3.587 3.240  -1.56
O 2.267 -0.435 -3.390  -0.20
C 1.518 -0.071 -4.601  1.37
C 2.287 -0.645 -5.771  -1.59
C 1.377 1.434 -4.642  -1.37
H 1.374 -4.716 -4.415  0.50
H 0.693 -3.096 -4.619  0.25
H -0.026 -4.220 -3.446  0.19
H 2.728 -2.919 -3.243  0.43
H 1.298 -4.887 -1.390  0.28
H 2.777 -4.005 -0.974  0.24
H 2.796 -5.209 -2.274  0.47
H 3.123 0.481 -0.879  0.39
H 3.659 -1.202 -1.017  0.64
H 4.317 -1.332 2.400  0.34
H 3.959 1.282 3.932  0.16
H 5.053 -0.032 4.410  0.47
H 3.299 -0.290 4.409  0.33
H 5.127 1.521 1.668  0.14
H 5.345 0.087 0.644  0.29
H 6.265 0.248 2.139  0.46
H 0.970 -2.059 2.726  -0.41
H 1.014 -4.675 1.157  0.42
H -0.034 -3.282 0.801  -0.24
H -0.211 -4.160 2.329  0.50
H 2.972 -4.378 2.750  0.32
H 1.798 -4.034 4.028  0.43
H 3.098 -2.887 3.705  0.33
H 0.532 -0.542 -4.530  -0.21
H 3.290 -0.219 -5.805  0.36
H 1.778 -0.403 -6.703  0.41
H 2.367 -1.730 -5.691  0.34
H 2.363 1.898 -4.681  0.35
H 0.842 1.797 -3.765  0.14
H 0.827 1.727 -5.536  0.42
C -6.030 1.371 -2.110  -1.11
N -4.697 1.941 -1.982  0.23
C -4.466 3.271 -2.260  -0.21
C -3.269 3.849 -2.077  -1.18
C -2.163 3.049 -1.559  0.48
O -1.021 3.467 -1.389  -0.61
N -2.473 1.743 -1.277  0.90
C -3.673 1.191 -1.465  0.47
O -3.815 -0.019 -1.146  -0.96
H -6.702 1.796 -1.364  0.34
H -5.956 0.301 -1.950  0.32
H -6.427 1.566 -3.106  0.37
H -5.324 3.808 -2.641  0.43
H -3.100 4.890 -2.301  0.50
C -3.155 -3.070 -4.555  -0.94
N -2.743 -2.948 -3.171  0.28
C -3.055 -3.807 -2.147  -1.06
C -2.504 -3.269 -1.023  -0.75
N -1.854 -2.103 -1.344  1.24
C -2.025 -1.946 -2.641  -0.99
H -2.903 -4.056 -4.941  0.36
H -2.637 -2.318 -5.145  0.33
H -4.228 -2.911 -4.645  0.34
H -3.631 -4.701 -2.308  0.48
H -2.541 -3.640 -0.012  0.49
H -1.656 -1.114 -3.220  0.38

Summary:
**HOMO energy**: -10.078 eV
**Charge**: +1
**Kohn-Sham gap**: 8.432 eV

---

# 2
Entry from the OMol25 dataset: a structure of composition C40H56BCuN5O2P2 (ωB97M-V/def2-TZVPD).

Last column: Löwdin spin population.
Positions of all 107 atoms, in Å:
Cu 0.481 -0.285 0.784  0.38
C 1.879 1.948 -2.036  0.00
C 0.929 1.008 -2.795  0.02
C -0.465 1.641 -2.814  0.00
C 1.424 0.849 -4.233  0.01
P 0.885 -0.546 -1.751  0.12
C 2.659 -1.126 -1.834  0.00
N 3.158 -1.159 -0.482  0.03
B 2.386 -0.842 0.681  0.18
N 3.245 -1.132 1.791  0.02
C 2.848 -1.044 3.175  0.00
P 1.044 -0.564 3.187  0.12
C 0.234 -2.059 3.964  0.02
C -1.274 -1.823 4.092  0.00
C 0.451 -3.174 2.926  0.00
C 0.794 -2.499 5.318  0.01
C 1.032 0.952 4.279  0.02
C 1.629 0.780 5.676  0.01
C -0.403 1.479 4.389  0.00
C 1.860 1.986 3.499  0.00
C 4.465 -1.599 1.320  0.01
C 5.601 -2.015 1.989  0.00
C 6.689 -2.449 1.232  0.00
C 6.635 -2.467 -0.155  0.00
C 5.492 -2.051 -0.836  0.00
C 4.411 -1.617 -0.092  0.01
C -0.031 -1.962 -2.561  0.02
C 0.489 -2.417 -3.926  0.01
C 0.108 -3.111 -1.547  0.00
C -1.518 -1.610 -2.679  0.00
H 1.857 2.934 -2.508  0.00
H 2.911 1.596 -2.045  0.00
H 1.575 2.059 -0.994  0.00
H -0.408 2.644 -3.245  0.00
H -0.897 1.722 -1.816  0.00
H -1.156 1.065 -3.427  0.00
H 1.577 1.841 -4.670  0.00
H 0.694 0.331 -4.854  0.00
H 2.372 0.311 -4.298  0.00
H 3.253 -0.457 -2.464  0.00
H 2.710 -2.118 -2.289  0.00
H 3.447 -0.310 3.720  0.00
H 2.985 -2.004 3.680  0.00
H -1.700 -1.476 3.152  0.00
H -1.511 -1.111 4.882  0.00
H -1.755 -2.770 4.352  0.00
H -0.015 -2.912 1.975  0.00
H -0.015 -4.091 3.295  0.00
H 1.509 -3.387 2.753  0.00
H 0.501 -1.820 6.117  0.00
H 1.881 -2.590 5.327  0.00
H 0.384 -3.483 5.563  0.00
H 1.004 0.156 6.311  0.00
H 1.708 1.761 6.155  0.00
H 2.631 0.348 5.649  0.00
H -1.010 0.871 5.059  0.00
H -0.896 1.512 3.415  0.00
H -0.384 2.494 4.795  0.00
H 2.912 1.708 3.422  0.00
H 1.807 2.948 4.015  0.00
H 1.473 2.117 2.488  0.00
H 5.646 -2.004 3.071  0.00
H 7.588 -2.778 1.736  0.00
H 7.493 -2.810 -0.719  0.00
H 5.452 -2.068 -1.919  0.00
H 1.553 -2.654 -3.917  0.00
H 0.313 -1.673 -4.701  0.00
H -0.043 -3.327 -4.219  0.00
H 1.151 -3.377 -1.359  0.00
H -0.393 -3.997 -1.948  0.00
H -0.364 -2.844 -0.601  0.00
H -1.705 -0.913 -3.498  0.00
H -1.907 -1.180 -1.756  0.00
H -2.084 -2.523 -2.887  0.00
C -2.554 1.290 -6.053  0.00
O -2.717 2.515 -5.367  0.00
C -3.480 2.505 -4.238  0.00
C -3.690 3.742 -3.633  0.00
C -4.451 3.830 -2.484  0.00
C -4.967 2.683 -1.893  0.00
C -4.768 1.453 -2.503  0.00
C -4.037 1.360 -3.680  0.00
N -5.843 2.843 -0.759  0.00
N -5.704 2.170 0.271  0.00
C -4.559 1.315 0.433  0.00
C -4.756 -0.026 0.650  0.00
C -3.692 -0.923 0.769  0.00
C -2.363 -0.492 0.731  0.00
O -1.352 -1.281 0.797  0.01
C -2.161 0.942 0.637  0.00
N -0.874 1.376 0.725  0.00
C -0.627 2.663 0.678  0.00
C -1.637 3.629 0.536  0.00
C -2.935 3.218 0.433  0.00
C -3.244 1.838 0.477  0.00
H -1.946 1.510 -6.926  0.00
H -3.517 0.882 -6.372  0.00
H -2.040 0.546 -5.435  0.00
H -3.265 4.624 -4.093  0.00
H -4.651 4.795 -2.034  0.00
H -5.193 0.559 -2.068  0.00
H -3.907 0.391 -4.140  0.00
H -5.775 -0.395 0.684  0.00
H -3.879 -1.982 0.891  0.00
H 0.410 2.969 0.753  0.00
H -1.377 4.678 0.515  0.00
H -3.733 3.942 0.341  0.00

Summary:
**HOMO energy (alpha / beta)**: -6.053 / -6.919 eV
**Charge**: 0
**Kohn-Sham gap (alpha / beta)**: 6.284 / 7.135 eV
**Multiplicity**: 2

---

# 3
Entry from the OMol25 dataset: a structure of composition C40H56Cl2N8O5PRbSSi (ωB97M-V/def2-TZVPD).

Last column: Mulliken charge in e.
Positions of all 115 atoms, in Å:
Rb -0.120 -0.303 -0.100  0.36
Cl 3.857 -5.104 4.044  -0.29
C 2.881 -3.680 3.726  -0.09
C 3.137 -2.944 2.583  -0.78
C 2.379 -1.821 2.225  -0.31
N 2.530 -1.156 1.008  0.11
C 3.671 -1.214 0.352  -0.03
O 4.782 -1.713 0.666  -0.87
C 3.622 -0.614 -1.060  0.22
C 4.745 -0.742 -1.881  -0.44
C 4.670 -0.330 -3.200  -0.76
C 3.480 0.208 -3.676  -1.06
C 2.427 0.333 -2.784  -0.22
N 2.494 -0.064 -1.511  0.91
C 1.344 -1.401 3.123  -0.31
C 1.142 -2.145 4.294  -0.30
C 1.877 -3.280 4.586  0.03
Cl 1.516 -4.169 6.055  -0.30
N 0.511 -0.341 2.760  0.22
C -0.100 0.368 3.690  -0.03
O 0.006 0.350 4.940  -0.84
C -1.167 1.325 3.152  0.29
C -2.172 1.728 4.036  -0.75
C -3.211 2.508 3.569  -0.49
C -3.222 2.879 2.231  -0.71
C -2.172 2.456 1.433  0.27
N -1.162 1.710 1.875  0.12
H 3.953 -3.236 1.942  0.88
H 5.634 -1.186 -1.455  0.49
H 5.527 -0.439 -3.856  0.36
H 3.365 0.520 -4.706  0.47
H 1.455 0.713 -3.092  0.31
H 0.387 -1.813 4.990  0.62
H -2.095 1.400 5.063  0.51
H -4.009 2.820 4.235  0.37
H -4.025 3.472 1.810  0.36
H -2.146 2.708 0.378  0.19
C -3.683 4.717 -1.689  -1.02
S -2.559 3.439 -2.257  0.26
O -0.802 0.586 -2.995  -0.19
C -1.008 4.033 -1.635  0.19
C -0.864 5.173 -0.851  -0.08
C 0.393 5.532 -0.373  -0.70
C 1.504 4.756 -0.660  -0.72
C 1.349 3.606 -1.430  -0.07
C 0.107 3.241 -1.922  -0.36
H -3.381 5.705 -2.040  0.36
H -3.771 4.727 -0.600  0.19
H -4.655 4.475 -2.117  0.36
H -1.716 5.783 -0.579  0.24
H 0.490 6.415 0.247  0.34
H 2.476 5.023 -0.264  0.36
H 2.200 2.967 -1.629  0.34
H -0.051 2.309 -2.474  0.29
C -2.388 -4.148 1.547  -0.88
N -3.073 -2.904 1.877  0.36
C -2.426 -2.190 2.988  -1.17
P -3.670 -1.892 0.704  -0.48
O -2.782 -0.794 0.268  0.10
N -4.123 -2.911 -0.549  0.31
C -3.043 -3.134 -1.525  -1.01
C -5.375 -2.602 -1.226  -1.01
N -5.052 -1.286 1.386  0.62
C -5.479 0.066 1.072  -1.03
C -5.988 -2.076 2.147  -1.25
H -2.334 -4.760 2.450  0.43
H -1.364 -3.976 1.194  0.08
H -2.950 -4.691 0.788  0.33
H -2.435 -2.828 3.874  0.39
H -2.972 -1.273 3.212  0.23
H -1.394 -1.914 2.759  0.45
H -2.084 -3.280 -1.031  0.11
H -2.928 -2.277 -2.199  0.10
H -3.272 -4.025 -2.116  0.43
H -6.193 -2.528 -0.512  0.26
H -5.604 -3.411 -1.924  0.40
H -5.326 -1.670 -1.806  0.26
H -4.677 0.589 0.557  0.15
H -5.706 0.610 1.995  0.33
H -6.378 0.064 0.440  0.24
H -5.545 -3.041 2.385  0.30
H -6.928 -2.240 1.601  0.36
H -6.234 -1.567 3.086  0.30
O 0.254 -3.143 -0.758  0.60
C 0.924 -4.001 -1.301  -0.85
C 2.187 -3.692 -2.072  0.98
C 3.469 -4.218 -1.364  -0.36
C 3.217 -5.135 -0.168  -0.22
C 2.638 -6.502 -0.531  -0.96
C 1.494 -6.395 -1.540  -0.95
N 0.555 -5.326 -1.245  -0.02
H 2.222 -2.612 -2.181  -1.43
H 2.085 -4.121 -3.072  0.65
H 4.041 -3.365 -1.001  0.01
H 4.100 -4.735 -2.096  0.44
H 2.552 -4.625 0.534  -0.23
H 4.150 -5.274 0.382  0.72
H 2.289 -6.998 0.380  0.37
H 3.416 -7.141 -0.964  0.39
H 0.933 -7.329 -1.598  0.50
H 1.901 -6.218 -2.537  0.29
H -0.151 -5.503 -0.545  0.35
C -3.014 -0.395 -4.644  -0.82
Si -1.153 -0.253 -4.282  0.61
C -0.424 0.476 -5.885  -1.24
C -0.489 -2.033 -4.254  -0.47
H -3.215 -0.914 -5.588  0.32
H -3.440 0.612 -4.707  0.25
H -3.543 -0.924 -3.844  -0.05
H -0.693 -0.102 -6.776  0.32
H 0.669 0.501 -5.817  0.19
H -0.771 1.505 -6.026  0.24
H -0.774 -2.596 -5.150  0.46
H -0.842 -2.581 -3.373  -0.18
H 0.605 -2.008 -4.200  0.04

Summary:
**HOMO energy**: -1.550 eV
**Charge**: -2
**Kohn-Sham gap**: 5.104 eV

---

# 4
Entry from the OMol25 dataset: a cluster of 4 separate species, C40H57BF9N3O11S3 in total (ωB97M-V/def2-TZVPD).

Last column: Mulliken charge in e.
Positions of all 124 atoms, in Å:
C -1.963 5.197 -2.057  -0.40
O -3.142 4.583 -2.516  -0.33
C -3.005 4.038 -3.809  -0.84
C -2.334 2.662 -3.815  0.31
C -2.939 1.735 -2.775  -0.82
N -2.119 0.546 -2.498  0.36
C -1.617 0.318 -1.215  0.18
O -2.163 0.565 -0.160  -0.67
C -0.284 -0.360 -1.467  0.06
C 0.706 -0.726 -0.620  -0.34
O 0.552 -0.427 0.718  -0.59
C 1.823 -1.373 -1.094  1.13
C 2.900 -1.773 -0.120  -1.04
C 2.427 -2.633 1.094  -0.55
C 3.079 -2.186 2.413  -1.20
C 2.120 -1.503 3.375  -0.16
N 1.115 -2.396 3.940  0.67
C 1.360 -3.630 4.441  -0.84
C 0.160 -4.081 4.903  -0.80
C -0.807 -3.097 4.665  -1.09
C -0.180 -2.060 4.061  -0.35
C 1.939 -1.598 -2.435  -0.87
B 3.230 -2.343 -2.974  0.74
O 4.378 -1.596 -3.028  -0.67
N 3.304 -3.745 -3.361  -0.13
C 2.022 -4.367 -3.703  -0.87
C 4.059 -4.567 -2.402  -1.20
C 0.959 -1.191 -3.319  0.13
C 1.047 -1.352 -4.825  -1.24
C 1.114 0.025 -5.524  -0.46
C 2.505 0.435 -6.024  0.86
F 2.459 0.456 -7.389  -0.39
F 3.478 -0.428 -5.708  -0.27
C 2.883 1.883 -5.627  0.31
F 1.882 2.691 -6.019  -0.31
F 3.962 2.235 -6.343  -0.33
C 3.236 2.081 -4.114  0.80
F 4.500 2.535 -4.034  -0.33
F 3.181 0.945 -3.416  -0.15
C 2.367 3.130 -3.373  0.38
F 2.848 3.272 -2.133  -0.27
F 1.121 2.652 -3.250  -0.06
F 2.386 4.320 -3.946  -0.26
C -0.144 -0.598 -2.805  0.93
C -1.384 -0.081 -3.499  0.00
O -1.745 -0.194 -4.657  -0.62
H -1.822 6.203 -2.464  0.30
H -1.069 4.604 -2.272  0.00
H -2.039 5.272 -0.975  0.27
H -2.348 4.687 -4.402  0.43
H -3.961 4.003 -4.324  0.24
H -2.456 2.226 -4.805  0.47
H -1.269 2.823 -3.652  -0.36
H -2.997 2.286 -1.840  0.46
H -3.958 1.455 -3.034  0.24
H 1.317 0.113 0.953  0.34
H 3.328 -0.846 0.276  0.59
H 3.727 -2.300 -0.589  0.43
H 2.777 -3.648 0.905  0.27
H 1.346 -2.677 1.157  0.58
H 3.507 -3.042 2.931  0.41
H 3.911 -1.501 2.252  0.60
H 1.627 -0.633 2.958  -0.03
H 2.716 -1.121 4.209  0.28
H 2.325 -4.073 4.460  0.78
H 0.075 -5.053 5.362  0.55
H -1.848 -3.160 4.927  0.43
H -0.603 -1.130 3.745  0.61
H 5.068 -2.172 -3.381  0.27
H 2.163 -5.449 -3.676  0.39
H 1.714 -4.153 -4.720  0.28
H 1.213 -4.151 -2.999  0.26
H 4.265 -5.561 -2.795  0.41
H 5.025 -4.094 -2.236  0.30
H 3.505 -4.660 -1.462  0.38
H 1.830 -2.028 -5.149  0.53
H 0.105 -1.798 -5.137  0.51
H 0.695 0.814 -4.914  -0.22
H 0.468 -0.023 -6.394  0.55
O 0.004 0.245 5.895  -0.57
S 0.114 1.628 5.508  1.29
O 1.233 2.103 4.733  -0.76
C -1.411 2.119 4.710  -0.66
C -2.295 2.606 5.853  -0.67
C -1.385 3.448 6.758  -0.57
C -0.088 2.657 6.969  -0.77
H -1.827 1.273 4.167  0.38
H -1.175 2.929 4.019  0.39
H -3.143 3.180 5.484  0.36
H -2.684 1.752 6.412  0.31
H -1.162 4.397 6.266  0.29
H -1.863 3.678 7.709  0.32
H 0.778 3.306 7.066  0.34
H -0.155 1.996 7.831  0.34
O 3.790 -3.718 6.134  -0.60
S 3.418 -4.795 7.016  1.22
O 3.065 -6.099 6.516  -0.72
C 4.713 -4.967 8.238  -0.82
C 4.293 -4.022 9.360  -0.55
C 2.782 -4.228 9.539  -0.72
C 2.146 -4.217 8.142  -0.49
H 5.672 -4.714 7.792  0.40
H 4.716 -6.004 8.573  0.35
H 4.842 -4.225 10.279  0.36
H 4.492 -2.987 9.070  0.28
H 2.602 -5.192 10.019  0.30
H 2.342 -3.460 10.174  0.34
H 1.287 -4.879 8.076  0.42
H 1.861 -3.213 7.833  0.25
O -6.244 3.039 -3.846  -0.46
S -7.501 2.923 -4.541  0.99
O -8.402 1.830 -4.290  -0.71
C -8.384 4.470 -4.377  -0.73
C -7.907 5.305 -5.562  -0.56
C -7.882 4.351 -6.763  -0.61
C -7.195 3.057 -6.308  -0.61
H -8.159 4.917 -3.412  0.39
H -9.449 4.251 -4.450  0.35
H -8.560 6.159 -5.736  0.35
H -6.901 5.684 -5.369  0.28
H -8.906 4.134 -7.077  0.30
H -7.366 4.789 -7.616  0.33
H -7.601 2.179 -6.803  0.36
H -6.117 3.100 -6.456  0.32

Summary:
**HOMO energy**: -7.372 eV
**Charge**: 0
**Kohn-Sham gap**: 7.437 eV
**SMILES string**: COCCCN1C(=O)c2c(O)c(CCCCn3cccc3)c(B(O)N(C)C)c(CCC(F)(F)C(F)(F)C(F)(F)C(F)(F)F)c2C1=O.O=S1(=O)CCCC1.O=S1(=O)CCCC1.O=S1(=O)CCCC1

---

no.,energy (a.u.)
1,-3440.800489
2,-4330.168064
3,-4345.898451
4,-4668.573303